1.
# C12H26BO3

The ion C12H26BO3 with charge -1 (the ωB97M-V functional and the def2-TZVPD basis, the OMol25 dataset).

Last column: Löwdin charge in e.
Positions of all 42 atoms, in Å:
1 C -0.99883 0.23870 3.60646  -0.10
2 O -1.70163 -0.84040 3.02538  -0.19
3 C -1.20277 -1.15392 1.74220  -0.26
4 C -2.22281 -2.01003 1.00662  -0.16
5 C -2.11675 -1.98451 -0.53181  -0.20
6 C -0.71746 -1.78419 -1.11544  -0.22
7 C -0.73449 -1.51238 -2.62184  -0.21
8 C -1.21792 -0.11425 -3.01578  -0.22
9 C -0.15051 0.99863 -3.01318  -0.20
10 C 0.16747 1.59566 -1.62510  -0.20
11 C 1.50199 1.14184 -1.00879  -0.15
12 C 1.62916 1.40003 0.50163  -0.38
13 C 2.37951 0.31352 1.25707  -0.26
14 O 2.78919 0.90821 2.43829  -0.14
15 B 3.14833 2.33848 2.04533  -0.59
16 O 2.36209 2.56916 0.78595  -0.10
17 H 0.06683 0.01869 3.73035  0.09
18 H -1.09469 1.13826 2.99088  0.09
19 H -1.44990 0.42771 4.58132  0.08
20 H -0.98828 -0.22617 1.20008  0.10
21 H -0.25440 -1.68799 1.85033  0.12
22 H -2.14802 -3.04319 1.36272  0.11
23 H -3.21069 -1.65429 1.31523  0.11
24 H -2.79730 -1.22392 -0.92530  0.10
25 H -2.48951 -2.94409 -0.91147  0.11
26 H -0.11387 -2.67730 -0.91886  0.12
27 H -0.20116 -0.96045 -0.61710  0.08
28 H -1.38949 -2.25678 -3.09260  0.10
29 H 0.27169 -1.66116 -3.02312  0.11
30 H -1.67280 -0.16292 -4.00838  0.10
31 H -2.01825 0.19703 -2.33291  0.10
32 H -0.50732 1.79557 -3.67499  0.10
33 H 0.77335 0.61414 -3.45777  0.10
34 H 0.16545 2.68597 -1.67453  0.11
35 H -0.64120 1.31815 -0.93675  0.09
36 H 2.32795 1.67266 -1.48686  0.12
37 H 1.64487 0.07143 -1.21368  0.10
38 H 0.61950 1.49990 0.94020  0.13
39 H 3.22849 0.00056 0.61074  0.12
40 H 1.77076 -0.58381 1.42954  0.10
41 H 2.82559 3.09781 2.97179  0.04
42 H 4.36779 2.43962 1.81415  0.04

Cartesian forces (eV/Å) of the 2 atoms listed first:
0.0458 0.0068 0.1544
-0.2180 -0.0423 0.0072

For the HOMO energy, the calculation gives -3.63 eV. The total charge is -1. For the energy relative to the best compared isomer or geometry (same formula, charge and spin), the calculation gives 0.00 kcal/mol.



2.
# C12H26BiI2N2OS3Se3Te

A structure of composition C12H26BiI2N2OS3Se3Te at a distorted geometry (the ωB97M-V functional and the def2-TZVPD basis, the OMol25 dataset).

Last column: Löwdin charge in e.
Positions of all 51 atoms, in Å:
1 Bi 0.33477 1.17397 -2.08948  0.92
2 C 3.31864 0.61197 2.54029  -0.57
3 C 3.02720 2.06372 2.22453  -0.51
4 S 1.61585 2.33071 1.06636  0.74
5 C 0.29112 2.94444 2.12276  -0.56
6 C -0.59285 2.03968 2.97312  -0.50
7 S -1.12617 0.53857 2.08996  0.82
8 C -0.36414 -0.86425 2.90494  -0.55
9 C 1.14770 -1.02203 2.53855  -0.52
10 S 2.24233 -0.17552 3.78148  0.87
11 H 4.30117 0.68434 2.98523  0.06
12 H 3.38285 -0.05899 1.58932  0.09
13 H 3.85178 2.50725 1.79075  0.04
14 H 2.96054 2.58831 3.18762  0.10
15 H -0.28281 3.52718 1.39023  0.06
16 H 0.66057 3.71509 2.82967  0.10
17 H -1.50098 2.51503 3.24759  0.06
18 H -0.00561 1.83215 3.86095  0.07
19 H -0.71467 -1.76162 2.43784  0.04
20 H -0.59992 -0.85579 3.99111  0.09
21 H 1.28669 -0.68751 1.44437  0.08
22 H 1.35191 -2.06950 2.59307  0.05
23 Se -0.74949 3.52143 -2.52510  -0.07
24 Se -1.79289 3.03893 -4.58742  -0.12
25 Te 0.35875 2.63733 -5.81680  0.37
26 Se 0.91738 0.45875 -4.62573  -0.21
27 I 4.23576 1.51104 -2.26743  0.68
28 C 4.71622 -0.55774 -1.78132  -1.15
29 I 3.72222 -1.92377 -2.96152  0.80
30 H 4.33729 -0.70205 -0.76359  -0.05
31 H 5.74058 -0.57458 -1.90245  -0.07
32 C -4.26514 -1.57965 -0.83317  0.00
33 N -3.14436 -0.66781 -1.02131  -0.10
34 C -3.41817 0.79134 -0.96394  -0.05
35 C -1.99846 -0.99605 -1.57942  -0.44
36 O -1.44206 -0.06724 -2.32102  -0.38
37 N -1.36774 -2.22792 -1.53775  -0.09
38 C -0.27315 -2.46189 -2.46708  -0.06
39 C -1.52127 -3.00059 -0.29907  -0.02
40 H -5.17128 -1.23810 -1.33007  0.10
41 H -4.44557 -1.68064 0.21404  0.09
42 H -3.90246 -2.54954 -1.30103  0.12
43 H -4.13086 1.04542 -0.15372  0.10
44 H -3.75930 1.24100 -1.95754  0.12
45 H -2.66705 1.50506 -0.61526  0.04
46 H -0.25128 -1.80174 -3.34000  0.04
47 H -0.25692 -3.48965 -2.80989  0.10
48 H 0.65781 -2.31955 -1.98750  0.02
49 H -1.92371 -2.31428 0.38905  0.06
50 H -0.55758 -3.33789 0.04849  0.10
51 H -2.23324 -3.83685 -0.40269  0.10

Cartesian forces (eV/Å) of the 2 atoms listed first:
0.6682 -0.2203 -0.3495
0.5755 -0.7055 -1.0223

For the HOMO energy, the calculation gives -10.50 eV. The total charge is +1. For the energy relative to the best compared isomer or geometry (same formula, charge and spin), the calculation gives 36.45 kcal/mol.



3.
# C12H26BrCl2NO4

A cluster of 4 separate species, C12H26BrCl2NO4 in total at a distorted geometry (the ωB97M-V functional and the def2-TZVPD basis, the OMol25 dataset).

Last column: Löwdin charge in e.
Positions of all 46 atoms, in Å:
1 C -2.45812 -1.49402 -1.85745  -0.02
2 C -1.33951 -2.40914 -1.34517  -0.40
3 O -0.73031 -1.98354 -0.13000  -0.05
4 C -0.29119 -2.71078 -2.39041  -0.15
5 O 0.42618 -1.57885 -2.88360  -0.06
6 C 1.29563 -0.90437 -2.03455  -0.36
7 C 2.28214 0.03427 -2.72616  -0.07
8 C 2.92247 0.58781 -1.46470  -0.09
9 N 3.33451 -0.69378 -0.77820  0.10
10 C 2.23990 -1.68955 -1.13388  -0.04
11 H -2.13736 -0.93625 -2.73141  0.08
12 H -3.31374 -2.10828 -2.11815  0.08
13 H -2.77381 -0.84565 -1.04561  0.06
14 H -1.82872 -3.36223 -1.12514  0.14
15 H -1.27596 -2.23727 0.62102  0.10
16 H -0.79523 -3.10520 -3.26744  0.14
17 H 0.34859 -3.52683 -2.04566  0.13
18 H 0.68398 -0.22431 -1.44030  0.15
19 H 3.05175 -0.60931 -3.16266  0.13
20 H 1.87350 0.78452 -3.38433  0.14
21 H 2.16641 0.96157 -0.79498  0.10
22 H 3.69472 1.33523 -1.56406  0.14
23 H 3.38190 -0.63249 0.23731  0.18
24 H 4.21575 -1.04680 -1.13850  0.18
25 H 1.75872 -2.17281 -0.29285  0.13
26 H 2.68425 -2.49982 -1.71090  0.14
27 O 2.52424 1.82437 1.78862  0.04
28 C 1.39620 1.62338 2.20534  -0.54
29 O 1.24210 1.20841 3.44616  0.01
30 C -0.07636 1.08383 4.04157  -0.22
31 C -0.67700 -0.23711 3.66007  -0.28
32 C 0.18588 1.73703 1.30341  -0.01
33 H -0.71826 1.92013 3.76512  0.11
34 H 0.08238 1.15507 5.11564  0.12
35 H -0.79310 -0.31221 2.59073  -0.04
36 H -1.65848 -0.38170 4.11609  -0.06
37 H 0.01546 -1.04111 3.96471  0.08
38 H 0.05934 0.79974 0.75683  0.08
39 H 0.36301 2.54444 0.59359  0.09
40 H -0.74542 1.95532 1.81954  0.03
41 C -3.58079 3.87843 -0.08889  -1.02
42 Cl -3.09606 2.21384 -0.39590  0.47
43 Cl -2.73790 4.56833 1.30854  0.49
44 H -3.34561 4.48055 -0.95792  0.02
45 H -4.64544 3.89453 0.10907  0.03
46 Br -3.21066 0.15261 2.56543  -0.28

Cartesian forces (eV/Å) of the 2 atoms listed first:
0.3482 -0.1214 0.3219
-0.8524 -0.4810 0.3357

For the HOMO energy, the calculation gives -6.00 eV.



4.
# C12H26N2O3

An isolated molecule of C12H26N2O3 (the ωB97M-V functional and the def2-TZVPD basis, the OMol25 dataset).

Last column: Löwdin charge in e.
Positions of all 43 atoms, in Å:
1 C 3.05589 2.90726 3.57118  -0.12
2 C 1.58428 2.51933 3.49794  -0.27
3 C 1.31463 1.52641 2.36994  -0.22
4 C -0.15773 1.12889 2.30218  -0.17
5 C -0.42559 0.12615 1.17605  -0.24
6 C -1.92982 -0.12146 1.01591  -0.10
7 C -2.28495 -1.05300 -0.14865  -0.36
8 O -3.67733 -1.29629 -0.18509  -0.02
9 C -1.93447 -0.47638 -1.52441  -0.15
10 O -0.56099 -0.65853 -1.79612  -0.18
11 C -0.14045 -0.15838 -3.05082  -0.22
12 C -0.55417 -1.03049 -4.23799  -0.24
13 C 0.08608 -0.53679 -5.52854  -0.11
14 C 0.24542 -1.19903 1.51682  -0.50
15 O 0.19734 -1.72126 2.61584  0.06
16 N 0.93367 -1.74875 0.49473  0.00
17 N 1.61499 -2.97757 0.62804  0.04
18 H 3.37638 3.36930 2.63970  0.07
19 H 3.67188 2.02800 3.74586  0.07
20 H 3.22683 3.61282 4.38098  0.07
21 H 1.27933 2.07358 4.44693  0.11
22 H 0.97908 3.41595 3.34304  0.11
23 H 1.91976 0.63128 2.52721  0.12
24 H 1.61740 1.96952 1.41744  0.12
25 H -0.45069 0.67082 3.24885  0.12
26 H -0.77013 2.02064 2.14931  0.12
27 H -0.01738 0.50718 0.23819  0.14
28 H -2.44586 0.83027 0.86658  0.13
29 H -2.30347 -0.56594 1.94364  0.13
30 H -1.74405 -2.00596 -0.03682  0.15
31 H -3.95873 -1.60420 0.68395  0.10
32 H -2.19083 0.59219 -1.56069  0.14
33 H -2.55447 -1.00316 -2.25973  0.13
34 H 0.95158 -0.12465 -2.98780  0.13
35 H -0.51415 0.86659 -3.18920  0.13
36 H -0.24573 -2.05820 -4.03723  0.12
37 H -1.64021 -1.01840 -4.34447  0.10
38 H 1.17068 -0.56766 -5.45467  0.07
39 H -0.21974 -1.16073 -6.36424  0.07
40 H -0.21455 0.48774 -5.73652  0.07
41 H 0.83687 -1.40484 -0.45082  0.12
42 H 1.90548 -3.03811 1.60484  0.08
43 H 0.96793 -3.75418 0.46865  0.08

Cartesian forces (eV/Å) of the 2 atoms listed first:
-0.2451 0.0237 0.0900
0.2520 -0.1308 -0.2235

For the HOMO energy, the calculation gives -9.11 eV. The SMILES is CCCC[C@H](C[C@@H](O)COCCC)C(=O)NN. For the energy relative to the best compared isomer or geometry (same formula, charge and spin), the calculation gives 0.00 kcal/mol.



5.
# C12H26N6O3

An isolated molecule of C12H26N6O3 at a distorted geometry (the ωB97M-V functional and the def2-TZVPD basis, the OMol25 dataset).

Last column: Löwdin charge in e.
Positions of all 47 atoms, in Å:
1 H 2.96885 -0.07306 1.48613  0.03
2 N 2.01264 -0.11545 1.59772  0.13
3 C 1.23698 0.77563 2.11868  -0.54
4 N 1.52164 2.13022 2.40751  0.11
5 N -0.04157 0.49562 2.54275  0.03
6 C -0.37214 -0.98594 2.56604  -0.21
7 C -1.72207 -1.33830 2.04364  -0.23
8 C -1.90707 -1.00732 0.58562  -0.16
9 C -2.30566 0.43412 0.28066  -0.35
10 N -3.52751 0.74692 0.89037  0.07
11 C -2.23794 0.72283 -1.21734  -0.43
12 O -3.26284 0.80942 -1.86891  0.07
13 N -1.04938 0.91159 -1.84520  0.12
14 C 0.18304 1.40383 -1.25841  -0.25
15 C 1.34969 0.94684 -2.19932  -0.12
16 C 1.33279 -0.56295 -2.55801  -0.23
17 C 1.33498 -1.43821 -1.34276  -0.24
18 C 1.90232 -2.86962 -1.47543  -0.30
19 N 1.92927 -3.35826 -0.17352  -0.03
20 C 0.30896 2.82109 -0.94792  -0.42
21 O 1.29484 3.23461 -0.36739  0.10
22 O -0.62354 3.64865 -1.58962  0.13
23 H 0.78637 2.69146 2.79500  0.07
24 H 1.97175 2.62149 1.62542  0.07
25 H -0.37764 0.90582 3.43328  0.15
26 H -0.40624 -1.34151 3.64879  0.13
27 H 0.35903 -1.63874 2.04533  0.10
28 H -2.49217 -0.88760 2.68491  0.11
29 H -1.79933 -2.48074 2.21357  0.14
30 H -2.64174 -1.70680 0.12406  0.13
31 H -0.96289 -1.31994 0.04052  0.10
32 H -1.50247 0.97024 0.82489  0.13
33 H -3.65353 1.72518 1.09728  0.09
34 H -4.29958 0.65621 0.25883  0.08
35 H -1.16835 1.18192 -2.83847  0.17
36 H 0.24943 0.97999 -0.25553  0.13
37 H 2.34349 1.02938 -1.59730  0.14
38 H 1.56296 1.45573 -3.19649  0.14
39 H 0.37782 -0.66244 -3.07345  0.10
40 H 2.19097 -0.87583 -3.20267  0.13
41 H 2.01933 -0.93011 -0.65241  0.08
42 H 0.28569 -1.36507 -0.94864  0.09
43 H 1.12390 -3.44745 -2.04581  0.13
44 H 2.88182 -2.95341 -1.99099  0.12
45 H 1.01100 -3.70629 0.18568  0.09
46 H 2.19312 -2.74654 0.54788  0.03
47 H -0.37897 4.51279 -1.39896  0.08

Cartesian forces (eV/Å) of the 2 atoms listed first:
2.1155 1.3694 -0.3620
-3.8757 0.0203 0.9916

For the HOMO energy, the calculation gives -8.67 eV. The SMILES is [H]/N=C(\N)NCCC[C@H](N)C(=O)N[C@@H](CCCCN)C(=O)O. For the energy relative to the best compared isomer or geometry (same formula, charge and spin), the calculation gives 54.46 kcal/mol.